No. 1
A structure of composition C52H55N4O5S3Sb2Zr. Source: the OMol25 dataset; level of theory: ωB97M-V/def2-TZVPD.

Computed properties:
ΔE to the lowest compared entry with this formula, charge and spin   181.72 kJ/mol
Largest force on an atom   2.72 eV Å⁻¹
Gap between HOMO and LUMO   6.32 eV
Charge   +3

Cartesian coordinates (Å):
C -4.274 -0.990 -2.357
C -1.372 4.581 -2.135
C 3.281 -0.434 4.640
C 4.736 -3.257 -2.051
C 1.650 3.656 0.109
C -0.060 -0.087 -7.156
H 2.413 2.119 -6.457
C 2.969 4.042 -0.091
C -3.842 0.317 -2.197
H -1.267 5.411 -1.454
C -4.415 -0.797 1.062
H 2.358 -2.804 0.320
H 1.939 1.286 -4.149
Sb -0.683 -1.368 4.170
C 1.200 1.485 7.839
H 0.912 4.387 0.404
H -1.674 -4.023 3.978
C 1.503 -4.364 -3.670
H -2.957 -0.118 5.102
C -1.750 2.257 -2.540
H -1.023 -3.677 5.565
C -1.433 3.732 -4.389
O -4.056 0.451 0.521
C -0.172 -3.000 -1.909
C 4.169 -0.128 1.750
S 0.033 -0.624 -3.171
H -1.815 1.621 -4.574
H -6.757 1.949 -2.624
H -0.315 -4.856 -0.857
H 2.587 3.089 7.542
C -0.308 -0.566 -5.878
O -2.118 -1.678 1.290
H 4.290 1.072 -1.034
C -3.275 -1.568 1.731
H 3.593 -1.413 4.998
C 0.388 -2.367 -3.010
H 3.439 -0.256 -2.931
H -2.984 -2.795 3.195
H -1.119 5.787 -3.884
C 2.249 2.125 7.200
O -2.434 0.426 2.715
H -1.704 3.109 -0.585
C 0.435 -0.059 -4.821
C 3.913 3.118 -0.510
H 0.425 1.240 2.280
O -1.667 2.111 1.601
N -1.497 -0.444 -2.976
C -5.616 -1.233 -2.611
H 5.172 -1.878 -3.631
C -1.287 4.791 -3.504
C 3.599 -1.166 -2.373
H -5.967 -2.245 -2.753
C 1.285 2.332 -0.085
C 3.944 -3.525 -0.943
Sb 2.316 -0.805 2.678
H 2.144 -4.903 -4.350
N 0.900 0.204 -2.166
H 2.040 1.955 2.580
H -1.372 3.896 -5.453
O -3.669 -2.215 2.778
H 4.292 0.948 1.874
C 0.914 0.880 -7.359
C -4.038 1.566 1.418
H -0.046 -0.245 7.886
C 4.558 -2.083 -2.769
H -1.979 -0.697 6.472
H 3.739 1.987 5.681
H 1.640 -2.512 -4.749
H -4.158 2.462 0.810
Zr -0.826 0.079 1.349
H -2.634 -3.090 5.189
H -3.556 -1.795 -2.314
C 0.762 0.259 7.378
H -5.243 -0.715 1.780
C -1.674 2.455 -3.906
C 1.353 1.162 2.879
S -2.097 0.622 -1.888
H 0.730 1.940 8.695
N -1.565 0.461 -0.515
H -0.815 -2.429 -1.245
H 1.171 -6.055 -2.408
C -6.062 1.129 -2.542
C 2.888 1.506 6.141
C -2.650 1.452 2.003
H 4.221 -0.401 0.701
H 3.257 5.071 0.066
C 2.248 1.406 -0.462
H -4.365 2.395 -2.195
C 0.951 -5.013 -2.577
C -1.950 -0.205 5.502
H 1.596 -2.288 5.388
C 2.481 0.254 5.685
H -4.748 -1.404 0.204
H -1.522 0.791 5.617
H 5.487 -3.965 -2.360
H -1.066 -1.312 -5.700
H -4.824 1.491 2.178
C 3.556 1.788 -0.704
C -6.509 -0.176 -2.687
S 1.572 -0.242 -0.755
H 1.116 1.315 3.938
H 4.080 -4.443 -0.395
C 2.987 -2.609 -0.537
H 0.286 -2.146 6.571
H 0.246 1.999 -0.005
H -7.555 -0.365 -2.875
H 4.182 0.142 4.433
C -4.720 1.381 -2.297
C 1.650 1.375 -6.293
N 0.738 -0.770 0.362
C -1.644 -3.271 4.768
C 0.115 -4.338 -1.699
H 4.928 3.431 -0.695
C 2.834 -1.429 -1.247
C 1.224 -3.025 -3.895
C 1.408 0.909 -5.009
C 0.824 -1.634 5.781
C 1.371 -0.359 6.287
H 4.978 -0.634 2.271
H 1.093 1.252 -8.357
H -0.627 -0.471 -7.988
C -1.607 3.305 -1.646

---

No. 2
A cluster of 2 separate species, C3H12N3O in total. Source: the OMol25 dataset; level of theory: ωB97M-V/def2-TZVPD.

Computed properties:
ΔE to the lowest compared entry with this formula, charge and spin   135.73 kJ/mol
Largest force on an atom   2.26 eV Å⁻¹
Gap between HOMO and LUMO   11.05 eV
Charge   +1

Cartesian coordinates (Å):
N -0.379 0.826 -1.468
H 2.239 1.166 0.370
H -1.812 -1.755 1.365
H -1.030 -2.120 2.841
H -1.173 1.310 -1.833
C -0.841 -1.688 1.849
C -0.558 -0.596 -1.288
H -1.145 -1.045 -2.084
O 0.086 -2.470 1.128
H -0.460 -0.697 2.158
H 1.266 3.357 -0.386
H 0.998 0.046 0.612
H 0.443 -1.040 -1.276
N 0.658 2.795 -0.965
H 0.209 3.257 -1.737
C 0.554 1.467 -0.772
H -1.082 -0.822 -0.367
N 1.310 0.875 0.129
H 0.716 -2.867 1.725

---

Which of these has the highest largest force on an atom? C52H55N4O5S3Sb2Zr